[1]
A single C3H7N3O2 molecule in a non-equilibrium geometry, computed with the ωB97M-V functional and the def2-TZVPD basis.

CARTESIAN COORDINATES (ANGSTROEM)
O -0.3412 -0.4852 0.1242
O 1.2052 1.8728 -2.1934
N -0.3677 0.5094 -0.7659
N 0.3331 -2.2719 1.8982
N 0.8315 -0.8330 2.4342
C -1.7026 0.7172 -1.4871
C 0.4643 -0.0766 1.5424
C 0.9054 1.1011 -1.1509
H 0.7565 1.0152 1.9284
H 1.7702 0.7153 -0.4798
H -2.4845 0.7369 -0.6846
H 0.6753 -2.0806 0.7823
H 1.0783 -2.9505 2.3018
H -1.2821 1.9180 -1.8176
H -1.8417 0.1122 -2.4321

## Properties
**E_HOMO**: -9.21 eV
**F_max**: 0.1413 Eh/bohr
**Net charge**: 0
**LUMO energy**: 0.38 eV
**Kohn-Sham gap**: 9.584 eV

=====

[2]
2 unconnected molecules or ions with the total composition C3H7N3O2 in a non-equilibrium geometry, computed with the ωB97M-V functional and the def2-TZVPD basis.

CARTESIAN COORDINATES (ANGSTROEM)
O -1.3968 1.3666 -2.0320
O -1.5147 -0.7983 -1.5209
N -0.4783 -0.2566 1.1558
N -1.0909 -1.4040 0.8977
N 0.4457 -0.3160 2.1317
C 0.2331 0.4517 -0.5785
C -0.8468 0.2596 -1.4560
C 1.5177 0.7344 -0.6014
H 2.0888 0.8108 -1.5217
H -0.4540 -2.1687 0.6553
H -1.7302 -1.2619 0.0058
H 1.2140 -0.9732 2.0000
H -0.8285 2.1332 -1.8812
H 2.1054 0.8183 0.3126
H 0.7354 0.6042 2.4329

## Properties
**E_HOMO**: -7.90 eV
**F_max**: 0.0559 Eh/bohr
**Net charge**: 0
**LUMO energy**: 0.20 eV
**Kohn-Sham gap**: 8.091 eV

=====

[3]
A molecular structure, C3H7N3O2 in a non-equilibrium geometry, computed with the ωB97M-V functional and the def2-TZVPD basis.

CARTESIAN COORDINATES (ANGSTROEM)
O -1.7653 -2.0280 -0.6437
O -1.0549 2.0963 -0.3372
N 0.8676 -0.9051 -0.2766
N -2.3572 -1.1829 0.4663
N -0.8866 0.7671 -0.2077
C -2.0559 0.1260 0.4586
C 0.4480 0.3861 -0.1134
C 2.3543 -0.6374 0.1113
H 3.1968 -1.3510 -0.3928
H 2.4940 -0.3976 1.4768
H 1.2590 1.3545 0.1205
H 2.6554 0.5654 0.0774
H -2.5902 1.0822 0.9539
H -1.6961 2.0966 -1.2617
H -0.8689 -1.9724 -0.4316

## Properties
**E_HOMO**: -9.16 eV
**F_max**: 0.1378 Eh/bohr
**Net charge**: 0
**LUMO energy**: 0.13 eV
**Kohn-Sham gap**: 9.293 eV

=====

[4]
A molecular structure, C3H7N3O2 in a non-equilibrium geometry, computed with the ωB97M-V functional and the def2-TZVPD basis.

CARTESIAN COORDINATES (ANGSTROEM)
O 1.3792 0.8652 0.3636
O 1.2604 0.8672 -1.8336
N -1.5494 -1.2433 0.3114
N -0.4793 -0.6071 0.8137
N -0.7849 0.0271 -2.0477
C 1.3336 0.9642 1.7766
C 0.3063 -0.1057 -0.0526
C 0.2806 0.2262 -1.4146
H -1.2648 -1.7007 -0.5913
H -1.5906 -0.5932 -1.6861
H 2.7893 0.8365 1.9373
H -1.8709 -1.8491 0.9652
H 0.4418 -0.2641 2.2361
H -0.7332 0.4940 -2.8356
H 0.4817 2.0827 2.0576

## Properties
**E_HOMO**: -9.05 eV
**F_max**: 0.1519 Eh/bohr
**Net charge**: 0
**LUMO energy**: 0.28 eV
**Kohn-Sham gap**: 9.330 eV

=====

[5]
A single C3H7N3O2 molecule in a non-equilibrium geometry, computed with the ωB97M-V functional and the def2-TZVPD basis.

CARTESIAN COORDINATES (ANGSTROEM)
O 1.6012 -0.0428 -1.9793
O 0.7183 1.9438 -1.3090
N 0.9631 -1.0225 0.7350
N -1.6396 -1.6090 -0.0014
N 0.1365 1.0753 1.0982
C 0.2198 0.0351 0.0721
C -1.1870 -0.4291 -0.2979
C 0.9474 0.6058 -1.1726
H 0.2407 2.2495 -0.4998
H -1.8336 0.3007 -0.8175
H -0.2075 0.5974 1.9360
H 0.2676 -1.5888 1.2353
H -2.6016 -1.7025 -0.3553
H 1.2616 -1.6708 -0.0027
H 1.1131 1.2578 1.3588

## Properties
**E_HOMO**: -10.24 eV
**F_max**: 0.0532 Eh/bohr
**Net charge**: 0
**LUMO energy**: 0.50 eV
**Kohn-Sham gap**: 10.737 eV

=====

[6]
A single C3H7N3O2 molecule in a non-equilibrium geometry, computed with the ωB97M-V functional and the def2-TZVPD basis.

CARTESIAN COORDINATES (ANGSTROEM)
O 0.7576 0.8318 1.1137
O 1.0029 0.2129 -2.2531
N -1.2689 -0.2167 1.6781
N -0.8036 -0.6763 -1.2358
N -0.2739 -1.1952 1.1795
C 0.8219 -0.6728 0.9373
C 0.0361 0.3633 -1.4220
C 0.1820 1.2331 -0.1510
H 1.7460 -1.3165 0.4552
H -0.9153 1.6760 0.0843
H -1.8576 -0.7026 2.4640
H -1.0226 -1.0191 -2.3746
H -0.8361 0.5938 2.2716
H -1.5991 -0.5739 -0.6454
H 0.5854 2.0611 -0.6786

## Properties
**E_HOMO**: -9.79 eV
**F_max**: 0.1450 Eh/bohr
**Net charge**: 0
**LUMO energy**: 0.59 eV
**Kohn-Sham gap**: 10.381 eV

=====

[7]
A molecular structure, C3H7N3OS in a non-equilibrium geometry, computed with the ωB97M-V functional and the def2-TZVPD basis.

CARTESIAN COORDINATES (ANGSTROEM)
S -3.0581 -1.1213 0.4037
O -2.5226 1.7659 -0.2103
N 0.8311 -1.2130 -0.5953
N -1.4109 0.9377 -0.2919
N 1.1940 -0.0107 0.1405
C -0.4349 -1.3720 -0.5543
C -1.5169 -0.4214 -0.0051
C 2.5994 0.1419 0.4733
H 3.4540 0.6250 -0.4394
H 2.5066 1.0519 1.4381
H -0.6723 1.4465 -0.7400
H 2.8511 -1.0676 0.8488
H -0.9658 -2.2750 -1.1620
H -3.3357 1.1737 0.0411
H 0.4810 0.3385 0.6529

## Properties
**E_HOMO**: -8.95 eV
**F_max**: 0.1186 Eh/bohr
**Net charge**: 0
**LUMO energy**: -0.56 eV
**Kohn-Sham gap**: 8.398 eV

=====

[8]
A single C3H7N3S molecule in a non-equilibrium geometry, computed with the ωB97M-V functional and the def2-TZVPD basis.

CARTESIAN COORDINATES (ANGSTROEM)
S -0.0676 1.4765 2.0420
N 0.4660 -0.5924 0.6393
N -1.1293 0.3385 -0.8617
N -2.0520 0.3879 0.1026
C 0.0423 -0.0907 -0.5523
C 0.4737 -0.0963 1.8274
C 1.1041 -0.1981 -1.5628
H 1.5229 -1.2763 -1.6217
H 0.8741 -0.7296 2.5658
H 1.8605 0.5362 -1.4167
H -1.5302 0.7678 0.8913
H 0.4979 -1.6609 0.7535
H -2.8286 1.0828 -0.1613
H 0.7661 0.0545 -2.6455

## Properties
**E_HOMO**: -8.76 eV
**F_max**: 0.1109 Eh/bohr
**Net charge**: 0
**LUMO energy**: 0.50 eV
**Kohn-Sham gap**: 9.253 eV

=====

[9]
A molecular structure, C3H7N3S in a non-equilibrium geometry, computed with the ωB97M-V functional and the def2-TZVPD basis.

CARTESIAN COORDINATES (ANGSTROEM)
S -0.7246 0.7546 0.7069
N 2.6612 0.7501 -0.4435
N -1.8673 -0.4102 0.0201
N 1.4345 -1.3191 -1.1013
C 1.6479 -0.0309 -0.2291
C -2.9531 0.0008 -0.6130
C 0.6969 -0.3177 0.9493
H 1.9975 -1.5285 -1.8630
H -3.3261 0.9926 -0.5474
H 0.4327 -1.6924 -1.1172
H -3.6418 -0.6327 -1.0473
H 2.6760 1.4733 0.2591
H 1.1796 -0.2867 2.2340
H 0.3268 -1.4592 0.8005

## Properties
**E_HOMO**: -8.90 eV
**F_max**: 0.0978 Eh/bohr
**Net charge**: 0
**LUMO energy**: 0.62 eV
**Kohn-Sham gap**: 9.524 eV

=====

[10]
A single C3H7N3S molecule in a non-equilibrium geometry, computed with the ωB97M-V functional and the def2-TZVPD basis.

CARTESIAN COORDINATES (ANGSTROEM)
S 0.4891 0.2880 1.9741
N 0.8183 0.7154 0.3519
N -1.3928 -1.2658 0.1278
N -0.7893 -0.6541 -0.9518
C -2.2907 -2.0798 -0.2734
C 1.8417 1.7261 0.1348
C 0.1779 0.1737 -0.7309
H 0.6511 0.5736 -1.6616
H 1.5058 2.6729 0.6386
H -2.7650 -2.7106 0.5014
H -2.4871 -2.1724 -1.3293
H 1.8849 1.9603 -0.9357
H -0.4617 -0.6195 1.5976
H 2.8177 1.3921 0.5567

## Properties
**E_HOMO**: -7.89 eV
**F_max**: 0.0298 Eh/bohr
**Net charge**: 0
**LUMO energy**: 0.90 eV
**Kohn-Sham gap**: 8.796 eV

=====

[11]
A single C3H7N3S molecule in a non-equilibrium geometry, computed with the ωB97M-V functional and the def2-TZVPD basis.

CARTESIAN COORDINATES (ANGSTROEM)
S 1.0544 1.3808 1.6750
N 0.1864 -1.7127 0.2028
N -0.9845 -1.4911 -0.3049
N -0.5928 1.7457 1.6597
C -1.2115 -1.8574 -1.5448
C 1.3256 0.5602 0.0735
C 1.2220 -0.9913 0.3686
H -2.2069 -1.8837 -1.9062
H -0.4075 -1.8926 -2.2643
H 2.4114 0.6628 -0.3915
H 0.5506 0.9222 -0.5812
H 1.8602 -1.2611 1.1453
H -1.3182 1.0840 1.9195
H -0.9342 2.3942 1.0223

## Properties
**E_HOMO**: -8.47 eV
**F_max**: 0.0816 Eh/bohr
**Net charge**: 0
**LUMO energy**: 0.90 eV
**Kohn-Sham gap**: 9.365 eV

=====

[12]
A single C3H7N3S molecule in a non-equilibrium geometry, computed with the ωB97M-V functional and the def2-TZVPD basis.

CARTESIAN COORDINATES (ANGSTROEM)
S 0.8502 1.0070 -2.3305
N 1.7867 -0.1053 -0.1636
N -1.1269 -0.1606 0.7463
N -1.0581 -1.3205 -1.2776
C -0.5625 -0.3986 -0.3833
C 0.7282 0.1601 -0.9112
C -0.5991 0.8451 1.6390
H -1.9829 -1.6847 -1.0247
H -1.5031 1.3510 2.0634
H 1.7085 -0.6798 0.6738
H 0.0459 1.5987 1.1864
H -0.0614 0.4075 2.4932
H -0.9534 -1.0572 -2.2424
H 2.7278 0.0372 -0.4688

## Properties
**E_HOMO**: -8.66 eV
**F_max**: 0.0353 Eh/bohr
**Net charge**: 0
**LUMO energy**: 0.36 eV
**Kohn-Sham gap**: 9.016 eV

=====

Among the records above, which one has the lowest LUMO energy?
C3H7N3OS